20
Properties=species:S:1:pos:R:3:forces:R:3:nbo_charge:R:1 method="wB97M-V/def2-TZVPD" homo_energy_ha=-0.16619 total_charge=-1 smiles="C[C@H](I)CN[C@H](N=C=O)C(=O)[O-]"
I 3.397 0.852 -1.642 -0.9 -0.2 0.3 -0.024
O -2.820 -2.276 0.241 6.5 4.2 -2.5 -0.785
O -3.259 2.579 1.149 2.3 -7.4 -6.6 -0.581
O -0.504 -2.500 -0.517 -4.0 5.1 0.9 -0.741
N -2.933 0.449 -0.502 1.5 6.6 4.6 -0.492
N -0.685 0.730 0.506 1.1 -0.6 -1.3 -0.667
C -1.474 -0.047 -0.523 -0.5 -0.5 -0.2 0.007
C 0.673 1.168 0.010 1.4 0.8 0.3 -0.262
C -2.948 1.587 0.294 -2.4 0.5 2.0 0.844
C 1.594 -0.015 -0.651 -0.1 -0.9 1.6 -0.288
C -1.544 -1.668 -0.260 -2.1 -6.8 1.1 0.686
C 2.206 -0.928 0.596 -0.3 0.0 -0.1 -0.659
H -0.654 0.264 1.440 0.1 0.3 -1.3 0.396
H 2.668 -1.941 0.205 -1.1 2.2 0.8 0.237
H 0.631 2.088 -0.744 -0.4 -2.1 1.5 0.208
H 1.309 -1.163 1.331 1.9 0.3 -1.6 0.235
H 3.041 -0.321 1.195 -1.9 -1.2 -1.4 0.202
H 1.285 1.577 0.950 -1.3 -0.9 -2.0 0.208
H -1.059 0.213 -1.592 -0.7 -0.7 2.1 0.206
H 1.074 -0.648 -1.487 0.9 1.2 1.9 0.270

19
Properties=species:S:1:pos:R:3:forces:R:3:nbo_charge:R:1 method="wB97M-V/def2-TZVPD" homo_energy_ha="-0.17547 / -0.34530" s_squared=2.012 multiplicity=3 relative_energy_kcal_mol=30.7
I -3.578 0.662 -0.164 1.3 0.6 0.2 0.284
S -1.235 -1.889 0.000 1.7 0.6 2.2 2.330
O -2.263 -2.047 -0.954 -0.1 -0.1 -1.4 -0.913
O -1.597 -2.061 1.368 -0.3 0.0 0.8 -0.941
N -0.543 -0.333 -0.179 -4.3 0.1 -1.1 -0.732
C -1.501 0.882 -0.072 -3.4 -5.3 -0.7 0.016
C -0.706 1.976 0.102 3.6 4.7 1.3 -0.382
C 0.634 1.566 0.174 -1.2 7.4 -0.1 -0.030
C 1.798 2.580 0.208 -3.2 -0.6 1.4 -0.633
C 0.125 -2.981 -0.277 2.7 -0.2 0.0 -0.924
C 0.653 0.280 -0.036 3.5 -8.0 -0.3 0.014
H 0.951 -3.084 0.539 -2.2 0.3 -0.6 0.266
H -0.212 -3.985 -0.610 -0.1 0.8 0.3 0.277
H 1.574 3.338 -0.529 -0.2 0.8 0.6 0.234
H -1.072 3.004 0.302 0.4 -1.0 -0.3 0.240
H 1.486 -0.456 -0.060 -0.2 1.2 0.0 0.200
H 2.726 2.268 -0.022 3.0 -2.1 -1.5 0.217
H 0.752 -2.525 -1.046 -0.4 -0.2 -0.6 0.243
H 2.009 2.807 1.257 -0.7 1.1 -0.1 0.233

16
Properties=species:S:1:pos:R:3:forces:R:3:nbo_charge:R:1 method="wB97M-V/def2-TZVPD" homo_energy_ha="-0.31632 / -0.26583" relative_energy_kcal_mol=11.7
I 4.974 0.038 -0.234 0.5 0.1 -0.3 0.223
P 0.231 1.242 0.376 -1.2 -0.4 -0.5 0.586
C 0.909 -1.310 0.076 -2.5 1.6 0.7 -0.179
C -0.227 -0.505 0.303 0.8 -1.2 -1.9 -0.327
C 3.165 -0.840 -0.361 2.9 -0.2 -0.9 -0.071
C 2.147 -0.658 0.375 -1.7 0.4 1.1 -0.433
C -1.393 1.929 -0.157 -0.3 0.3 2.0 -0.979
C -1.658 -1.011 -0.042 0.4 1.0 0.9 -0.661
H -2.376 -0.335 0.535 0.7 -1.6 -0.4 0.224
H 2.050 0.187 1.074 0.7 -0.5 0.1 0.242
H -1.969 -0.821 -1.091 0.6 -0.4 0.4 0.222
H -1.681 -2.104 0.205 -0.5 1.1 -0.2 0.230
H 0.946 -2.205 -0.518 -0.4 -0.5 0.2 0.218
H -2.016 1.394 -0.875 0.1 -0.2 0.4 0.232
H -1.850 2.089 0.880 -0.3 -0.3 -1.5 0.237
H -1.254 2.912 -0.547 0.3 0.8 -0.3 0.236

21
Properties=species:S:1:pos:R:3:forces:R:3:lowdin_spin:R:1 method="wB97M-V/def2-TZVPD" homo_energy_ha="-0.62151 / -0.69287" total_charge=+2 s_squared=0.753 multiplicity=2 relative_energy_kcal_mol=3.4
In 1.786 1.375 1.103 1.9 0.8 2.3 0.005
O -1.925 1.393 -0.366 1.7 0.9 0.6 0.005
O 2.336 -0.080 -0.143 0.0 -0.2 -0.5 0.034
O -1.188 0.439 1.460 1.7 1.1 0.0 0.003
O 0.190 1.711 0.214 -1.8 2.4 -0.7 0.031
O 4.018 -1.462 0.507 -1.5 2.3 0.9 0.003
O 3.350 0.348 1.709 0.3 1.9 2.4 0.008
C -3.014 0.525 0.017 -0.9 -0.3 0.2 0.001
C -2.484 -0.168 1.280 -1.1 -0.5 0.2 0.001
C 0.607 -0.313 -1.739 0.0 -0.3 -0.6 0.689
C 1.816 -0.947 -1.160 -0.3 -1.4 -1.5 0.110
C 3.348 -0.488 0.747 2.9 -5.0 -2.5 0.002
C -0.943 1.276 0.485 -3.6 -2.5 -1.2 0.019
H -0.317 -0.891 -1.759 0.2 0.2 -0.1 0.035
H 1.589 -1.933 -0.730 0.2 0.4 0.1 0.002
H 0.722 0.518 -2.437 -0.1 -0.2 0.3 0.031
H -2.340 -1.246 1.157 0.1 0.3 0.1 0.000
H -3.195 -0.167 -0.811 0.1 0.3 0.1 0.000
H -3.896 1.146 0.198 0.2 -0.1 -0.1 0.000
H 2.621 -1.075 -1.904 -0.3 0.1 0.2 0.020
H -3.080 0.038 2.174 0.2 -0.1 -0.2 0.000

15
Properties=species:S:1:pos:R:3:forces:R:3:nbo_charge:R:1 method="wB97M-V/def2-TZVPD" homo_energy_ha=-0.53815 total_charge=+1 relative_energy_kcal_mol=267.5
N -1.742 -1.241 -0.033 -0.7 -0.9 0.1 -0.517
C -0.977 -0.139 0.478 1.1 2.9 2.7 0.128
C -2.296 0.096 -0.149 0.9 0.0 -0.4 -0.381
C 0.304 0.135 -0.241 0.4 2.1 2.3 -0.068
C 0.999 -0.834 -0.768 -0.5 -1.2 -2.7 -0.315
C 0.801 1.569 -0.080 0.5 -2.0 -0.4 -0.632
C -3.010 1.137 -0.445 -0.2 -0.3 -0.1 0.435
H -0.025 2.152 -0.329 -1.1 1.6 -0.3 0.227
H -1.266 -1.729 -0.829 -0.9 0.4 0.4 0.469
H 0.469 -1.712 -1.087 0.0 -1.2 0.7 0.155
H -0.935 0.586 2.255 -0.1 -1.9 -3.4 0.282
H -2.264 -1.820 0.620 0.1 -0.4 0.0 0.469
H 1.639 1.755 -0.723 0.2 0.1 -0.7 0.249
H 1.821 -0.772 -1.468 0.6 0.7 0.7 0.252
H 1.206 1.787 0.882 -0.3 0.1 1.1 0.246

15
Properties=species:S:1:pos:R:3:forces:R:3:nbo_charge:R:1 method="wB97M-V/def2-TZVPD" homo_energy_ha=-0.53247 total_charge=+1 relative_energy_kcal_mol=122.3
N 0.979 0.132 -0.039 1.6 0.5 -2.3 -0.372
C -1.341 0.848 -0.663 1.2 -0.5 1.5 -0.387
C 0.110 0.328 1.759 -0.4 -2.3 0.6 -0.109
C -0.389 0.399 0.390 -1.1 0.0 0.4 0.085
C 0.487 -0.919 -1.025 -0.9 0.7 -1.5 -0.205
C 1.358 -0.060 1.359 -2.4 1.8 -0.5 -0.023
C -0.997 -0.627 -0.576 2.7 1.4 -0.9 -0.190
H 1.363 0.910 -0.583 0.7 -0.1 0.5 0.432
H 2.356 -0.095 1.659 1.2 -0.6 0.7 0.253
H -1.789 -1.266 -0.390 -1.0 -1.5 0.3 0.259
H 0.744 -0.424 -1.993 -0.5 -0.9 0.4 0.229
H -1.038 1.657 -1.285 0.1 0.1 -1.1 0.247
H 0.944 -1.914 -1.022 -0.3 0.3 0.6 0.267
H -2.264 0.978 -0.171 -1.3 0.4 0.1 0.259
H -0.523 0.055 2.580 0.3 0.8 1.0 0.254

15
Properties=species:S:1:pos:R:3:forces:R:3:lowdin_charge:R:1 method="wB97M-V/def2-TZVPD" homo_energy_ha=-0.46295 total_charge=+1 relative_energy_kcal_mol=167.2
N -1.854 1.350 0.194 2.1 0.6 -0.4 0.283
C 1.729 -0.423 0.971 1.2 -0.7 1.5 0.031
C 2.012 -0.680 2.338 2.0 0.1 -2.4 0.021
C 0.084 0.169 -1.179 -0.9 -0.7 -2.1 -0.014
C 3.020 -0.778 1.417 -2.3 0.3 1.9 0.020
C -1.166 0.607 -0.603 -0.9 -2.0 -0.4 -0.214
C -1.348 -0.642 -1.359 3.3 2.2 2.8 0.033
H -1.330 2.103 0.594 0.1 0.7 0.5 0.144
H 4.058 -0.971 1.299 0.5 -0.1 -0.4 0.102
H -1.472 -1.584 -0.916 0.0 -0.9 1.2 0.101
H 0.488 0.610 -2.143 -0.9 -0.1 1.2 0.150
H -2.830 1.353 0.414 -0.6 -0.7 -0.3 0.155
H -1.767 -0.619 -2.261 -1.6 0.6 -3.7 0.062
H 1.772 -0.726 3.373 -0.4 -0.1 0.4 0.098
H 0.954 -0.298 -0.589 -1.6 0.9 0.2 0.030

16
Properties=species:S:1:pos:R:3:forces:R:3:nbo_charge:R:1 method="wB97M-V/def2-TZVPD" homo_energy_ha=-0.31069 relative_energy_kcal_mol=186.0
N 0.978 -1.524 -0.563 0.3 0.0 1.4 -0.541
N -0.801 -0.562 0.286 -5.0 5.1 2.3 -0.411
C -0.884 0.669 -0.406 -1.3 0.1 1.4 -0.085
C -2.172 -0.020 0.069 3.6 1.7 5.7 -0.221
C 0.120 1.719 -0.216 -0.9 1.9 3.0 -0.246
C -0.261 -1.604 -0.111 5.5 -6.6 -2.9 0.263
C 1.249 1.077 0.023 6.4 2.1 0.4 -0.211
C 1.719 -0.334 0.121 0.0 -4.9 2.6 -0.300
H -2.633 -0.322 -0.751 -2.7 -1.9 -3.0 0.198
H -0.813 0.529 -1.408 -0.4 -1.0 -3.3 0.192
H -2.572 0.032 1.129 -0.3 0.7 -2.0 0.232
H -0.629 -2.668 0.161 -0.1 1.8 -1.1 0.197
H -0.171 2.845 0.037 1.1 -2.6 -1.0 0.249
H 1.361 -0.794 1.305 1.7 2.2 -2.8 0.230
H 2.345 1.563 0.181 -3.0 0.3 -0.2 0.221
H 3.166 -0.606 0.145 -4.8 1.2 -0.6 0.234

16
Properties=species:S:1:pos:R:3:forces:R:3:nbo_charge:R:1 method="wB97M-V/def2-TZVPD" homo_energy_ha=-0.30588 relative_energy_kcal_mol=152.3
N 0.569 0.053 1.853 2.0 4.0 -1.6 -0.411
N 0.130 -1.143 1.683 -1.7 -0.9 2.3 -0.218
C 0.616 1.077 0.770 -1.0 0.7 -1.9 -0.296
C -0.849 0.835 -1.304 2.0 -1.6 0.9 -0.249
C -0.759 1.298 -0.039 -1.7 0.4 2.2 -0.209
C 0.297 -0.189 -1.680 -3.0 -0.4 3.2 -0.233
C 0.345 -1.318 -0.861 1.6 -0.8 -2.2 -0.249
C 0.040 -1.746 0.616 -4.6 -2.4 -4.8 0.018
H 0.753 2.051 1.341 0.5 -1.1 -1.0 0.204
H 0.724 0.118 -2.608 0.5 -1.3 -0.8 0.222
H -0.947 -2.755 0.536 3.7 2.7 0.6 0.170
H -1.648 1.785 0.718 2.4 -1.1 -2.8 0.208
H -1.576 0.709 -2.149 0.0 1.1 1.4 0.237
H 1.341 0.853 -0.087 -0.4 0.7 2.1 0.225
H 0.246 0.647 2.585 -0.5 -1.4 1.5 0.370
H 0.720 -2.276 -1.375 0.2 1.6 0.7 0.211

16
Properties=species:S:1:pos:R:3:forces:R:3:nbo_charge:R:1 method="wB97M-V/def2-TZVPD" homo_energy_ha=-0.32973 relative_energy_kcal_mol=84.1
N 1.698 -1.659 -0.076 3.9 2.4 0.3 -0.724
N -0.480 -1.383 -0.272 -2.6 5.6 -0.7 -0.610
C -0.457 1.396 -0.197 -0.2 -3.3 0.6 -0.216
C 0.875 0.709 -0.071 -1.0 -1.7 -0.2 -0.133
C -1.683 -0.741 0.181 -4.7 3.0 -0.3 -0.251
C -1.706 0.897 -0.174 3.7 -4.2 1.4 -0.154
C 0.768 -0.837 -0.137 -0.6 0.5 -0.1 0.447
C 2.061 1.290 0.133 3.5 0.3 -2.5 -0.322
H -2.529 1.549 -0.048 -1.0 0.1 -0.3 0.216
H -2.756 -1.124 -0.321 3.2 0.4 1.1 0.206
H -0.425 2.375 -0.316 0.6 4.6 -0.4 0.193
H 1.571 -2.606 0.107 -0.9 -1.7 -0.1 0.345
H -1.898 -0.732 1.319 0.6 -0.4 -1.5 0.188
H 3.146 0.744 -0.257 -3.5 1.0 1.9 0.240
H -0.446 -2.282 -0.070 -0.1 -5.1 0.9 0.371
H 2.261 2.405 0.198 -0.9 -1.4 0.1 0.206

16
Properties=species:S:1:pos:R:3:forces:R:3:nbo_charge:R:1 method="wB97M-V/def2-TZVPD" homo_energy_ha=-0.31441 smiles="C1=C[C@H]2CN2C=NC1" relative_energy_kcal_mol=123.2
N 1.049 -1.624 -0.387 -4.5 -0.4 1.3 -0.448
N -0.970 -0.655 0.556 -2.2 -2.0 -1.1 -0.452
C 1.489 1.019 -0.141 1.8 -4.2 -1.9 -0.149
C 0.231 1.311 -0.377 2.2 6.2 0.0 -0.249
C -0.270 -1.707 -0.154 4.7 1.9 -0.2 0.264
C -2.027 0.032 -0.322 -1.2 -0.9 2.2 -0.274
C -0.844 0.768 0.431 -2.2 -0.1 -3.3 -0.077
C 1.607 -0.534 0.357 4.9 2.6 1.9 -0.333
H -0.717 -2.674 -0.447 -0.6 1.1 0.2 0.212
H 2.755 -0.673 0.413 -1.6 -0.2 -0.4 0.200
H 1.407 -0.521 1.489 -0.5 -0.3 -1.6 0.199
H 2.393 1.553 -0.700 -2.0 -1.2 1.7 0.223
H -3.068 -0.015 0.126 1.5 0.5 0.2 0.197
H 0.401 2.491 -0.659 -2.3 -2.5 0.2 0.221
H -1.156 1.527 1.179 0.1 -1.3 0.2 0.240
H -2.280 -0.298 -1.364 1.9 0.7 0.6 0.226

16
Properties=species:S:1:pos:R:3:forces:R:3:nbo_charge:R:1 method="wB97M-V/def2-TZVPD" homo_energy_ha=-0.31110 smiles="C=Cn1ccc(C)n1" relative_energy_kcal_mol=23.4
N -0.491 -0.356 0.484 0.7 1.0 0.8 -0.206
N 0.072 -0.825 -0.648 0.3 0.4 -0.7 -0.257
C 0.979 1.203 -0.098 -0.4 -1.2 -0.7 -0.328
C -2.281 -0.661 2.122 1.1 -0.1 -1.3 -0.460
C 0.919 0.104 -1.046 0.7 1.0 1.0 0.154
C 0.073 0.863 0.863 0.0 -0.5 -0.6 -0.040
C -1.499 -1.104 1.094 -1.7 0.9 1.8 0.013
C 1.772 0.071 -2.279 -0.6 -1.1 0.0 -0.642
H 2.699 0.618 -2.146 0.0 0.0 0.2 0.220
H 2.006 -0.981 -2.551 -0.2 0.7 0.0 0.231
H -0.134 1.427 1.754 -0.5 -0.4 0.2 0.224
H -2.129 0.330 2.567 -0.1 -0.5 -0.2 0.196
H 1.199 0.558 -3.068 0.2 -0.2 -0.3 0.225
H -1.697 -2.060 0.638 0.3 0.0 -0.2 0.225
H 1.640 2.060 -0.168 -0.3 -0.2 0.2 0.230
H -3.126 -1.245 2.482 0.4 0.0 -0.1 0.216

16
Properties=species:S:1:pos:R:3:forces:R:3:nbo_charge:R:1 method="wB97M-V/def2-TZVPD" homo_energy_ha=-0.32630 relative_energy_kcal_mol=21.8
N 1.881 0.027 0.921 -0.8 0.4 -0.1 -0.795
N -1.373 2.554 -1.681 1.0 -0.5 0.9 -0.346
C -0.546 2.153 -0.968 -0.5 0.4 -0.5 0.273
C 0.356 -1.878 -0.433 0.4 -1.3 0.3 -0.377
C -1.718 -0.544 0.020 0.9 0.1 -0.5 -0.647
C 0.706 0.440 0.268 0.5 -1.7 0.2 0.251
C -0.184 -0.741 -0.072 -1.7 1.7 0.5 -0.035
C 0.508 1.715 -0.102 0.3 0.5 0.1 -0.446
H -2.257 -1.499 -0.055 0.3 0.3 0.3 0.220
H 1.445 -1.960 -0.398 -0.4 -0.3 -0.5 0.210
H -2.029 0.053 -0.838 -0.1 0.0 0.0 0.243
H 2.440 0.754 1.338 0.0 0.0 -0.1 0.385
H 1.805 -0.805 1.496 -0.1 0.3 -0.2 0.393
H -0.286 -2.755 -0.626 0.6 0.5 0.0 0.210
H 1.258 2.455 0.223 -0.6 -0.2 -0.3 0.237
H -2.006 0.032 0.908 0.1 -0.3 -0.1 0.223

16
Properties=species:S:1:pos:R:3:forces:R:3:nbo_charge:R:1 method="wB97M-V/def2-TZVPD" homo_energy_ha="-0.20824 / -0.35062" s_squared=2.008 multiplicity=3 relative_energy_kcal_mol=64.3
N 0.982 1.626 0.068 -2.2 0.7 0.7 -0.175
N 2.090 1.300 -0.288 2.1 -0.4 -1.1 -0.134
C -2.060 0.792 -1.121 -0.2 0.0 -0.8 -0.385
C 2.293 -0.192 -0.363 1.3 2.2 0.6 -0.244
C 0.882 -0.751 0.046 2.9 -2.0 -2.3 -0.450
C -0.956 0.826 1.354 -0.1 -2.6 0.1 -0.429
C -1.297 0.719 -0.052 0.6 0.1 -0.7 0.007
C 0.124 0.473 0.292 -2.7 2.1 0.9 0.024
H 1.164 -1.441 0.791 -0.6 -0.4 1.8 0.231
H -1.552 0.540 -2.124 -1.3 0.5 1.5 0.213
H -3.132 1.118 -1.019 1.2 -0.5 -0.5 0.213
H -1.261 -0.043 1.946 -0.1 0.2 -0.1 0.221
H -0.895 1.692 1.951 0.2 1.2 0.1 0.239
H 3.139 -0.219 0.409 -1.0 -1.4 -1.4 0.226
H 0.625 -1.483 -0.788 -0.6 1.4 0.7 0.225
H 2.537 -0.276 -1.428 0.5 -1.0 0.5 0.219